Molecular formula: C8H20P2
Method: DFT, the ωB97M-V functional and the def2-TZVPD basis

## Properties
- Calculated total energy: -27191.4465 eV
- Relative energy (zero: lowest compared OMol25 entry of this formula, charge and spin): 0.0 kcal/mol
- Net charge: 0

Positions of all 30 atoms, in Å:
C1 -4.256517 0.319215 0.002964
C2 2.511449 0.222267 1.802836
C3 3.631379 1.872043 -0.835964
C4 -2.135998 -0.651168 1.657123
C5 -2.586860 -1.983162 -0.753376
C6 1.347678 -1.540791 -0.022520
C7 2.675334 0.645808 -1.192403
C8 -1.207650 0.654676 -0.819839
P1 -2.613638 -0.230487 -0.126385
P2 1.639704 0.213197 0.259786
H1 -4.749014 0.713582 -0.842832
H2 -4.216029 1.117973 0.660496
H3 3.121201 1.136308 2.078768
H4 1.975657 -0.316362 2.619610
H5 4.531417 1.479084 -0.194634
H6 4.076840 2.399907 -1.719232
H7 2.975133 2.541509 -0.245136
H8 -1.069619 -0.902712 1.651047
H9 -2.285170 0.201103 2.335337
H10 -2.780089 -1.450758 1.933320
H11 -1.612661 -2.260430 -1.036635
H12 -3.196615 -2.407836 0.000043
H13 -3.128268 -2.021169 -1.615400
H14 2.202871 -1.873587 -0.608921
H15 1.239233 -2.165682 0.866045
H16 0.394028 -1.862890 -0.417031
H17 3.267557 -0.287730 -1.319443
H18 1.905943 0.816359 -2.054479
H19 -1.290370 0.561449 -1.887775
H20 -1.446011 1.757065 -0.551422

Forces on the atoms, in the same order (eV/Å):
1.44 -1.18 -0.73
-0.09 1.03 -0.47
0.33 -1.20 0.28
0.37 1.72 -1.38
0.05 2.95 1.07
-0.34 -1.22 0.40
0.38 0.37 -0.36
-1.78 1.95 1.01
0.45 -1.75 1.75
-0.73 0.22 1.29
-0.56 -0.14 -1.42
-0.09 1.57 1.95
-0.87 -1.25 -0.21
0.63 0.50 -0.66
-1.88 0.82 -1.05
-0.67 -0.53 0.73
0.88 0.13 -0.27
-0.26 -0.20 0.12
-0.01 -0.21 -0.27
-0.32 -0.71 0.42
1.26 -0.94 0.55
0.15 -1.38 0.75
-1.74 -0.01 -2.56
-0.26 -0.54 -0.05
0.92 0.42 0.59
-0.15 0.71 -1.19
-0.27 0.74 -0.61
1.68 -0.24 1.40
0.49 -0.03 -0.79
0.97 -1.57 -0.32

---

Molecular formula: C8H21AlBN2O6S
Method: DFT, the ωB97M-V functional and the def2-TZVPD basis

## Properties
- Calculated total energy: -42010.6148 eV
- Net charge: -1

Positions of all 40 atoms, in Å:
C1 -4.697507 -0.345499 2.061991
O1 -5.037539 0.757354 1.202571
C2 -3.972090 1.050982 0.246789
Al1 -2.405474 1.904203 1.289809
N1 -1.929945 3.684894 0.635517
C3 -2.858012 4.437926 1.148767
O2 -3.752905 5.117789 1.730399
B1 -0.795904 0.593516 1.363813
O3 0.178432 0.526563 0.246481
N2 -0.691412 -0.300754 2.588750
C4 0.716290 -0.447987 3.064045
C5 -1.320353 -1.609100 2.224272
H1 -5.600425 -0.668253 2.712341
H2 -4.417063 -1.247260 1.406818
H3 -3.826529 -0.135156 2.785672
H4 -3.645989 0.074574 -0.269454
H5 -4.278963 1.832041 -0.553362
H6 -2.898843 2.131760 2.810595
H7 -0.094070 -0.303841 -0.232902
H8 0.688942 -1.056340 4.051376
H9 1.343639 -0.969356 2.246919
H10 1.196634 0.585076 3.286399
H11 -1.860196 -2.022123 3.164559
H12 -0.500995 -2.322946 1.845861
H13 -2.085609 -1.455656 1.364872
O4 1.413127 -0.948566 -2.991031
S1 2.531414 -0.051415 -3.131092
O5 3.064926 0.302748 -4.421845
O6 3.744600 -0.573207 -2.192985
C6 4.182221 -1.921136 -2.335218
C7 5.084313 -2.088352 -3.543556
C8 2.183604 1.435404 -2.235682
H14 3.329151 -2.604627 -2.380422
H15 4.744415 -2.167618 -1.431054
H16 4.526289 -1.946555 -4.471875
H17 5.523193 -3.089068 -3.561279
H18 5.887738 -1.347312 -3.533009
H19 1.843319 1.171962 -1.233198
H20 1.399133 1.973783 -2.767796
H21 3.088448 2.041552 -2.192854

Forces on the atoms, in the same order (eV/Å):
-0.02 -0.49 0.02
-0.03 -0.88 0.29
0.99 0.14 -0.45
-0.74 0.16 0.24
-5.20 4.07 2.50
0.57 -0.96 0.50
4.45 -2.96 -3.14
1.00 0.00 -0.39
-1.13 -1.56 0.82
1.06 -0.11 -1.33
0.07 -0.29 0.27
-0.07 -0.02 0.23
1.25 0.84 -1.22
-0.28 0.99 0.86
-1.08 -0.03 -1.14
-0.66 1.14 0.35
-0.23 -1.50 1.29
-0.11 0.11 0.04
0.71 0.95 0.46
0.34 0.88 -1.62
-0.55 0.56 1.39
-0.95 -1.69 -0.40
0.85 0.31 -1.70
-1.25 0.62 0.52
1.10 -0.30 1.52
0.64 0.05 -0.44
0.04 0.69 0.69
-0.34 -0.54 0.31
-0.57 0.47 -0.17
0.37 -0.75 -0.22
-0.05 0.06 -0.34
0.19 -0.09 0.17
-0.06 0.19 -0.01
-0.18 0.29 0.05
0.04 -0.02 0.08
-0.03 0.05 0.08
-0.05 -0.10 0.08
-0.09 -0.01 -0.08
0.03 -0.18 -0.04
-0.04 -0.11 -0.09